Molecular formula: CH4O2SSi
Method: DFT, ωB97M-V/def2-TZVPD

Summary:
**Orbital gap**: 9.29 eV
**Energy**: -23903.99737 eV
**Energy above the lowest of the compared OMol25 structures with the same formula, charge and spin**: 4.3549 eV
**Spin multiplicity**: 1

Each line ends with the natural charge from an NBO analysis.
Element x y z (Å)
O 0.6901 -1.3686 1.6455  -0.86
S -0.4742 -0.4750 1.4831  2.03
H -0.1117 0.6620 -2.2247  -0.15
H 2.0256 1.0777 -0.8381  -0.14
H 1.3870 -0.9425 -1.4729  -0.16
H -2.1401 1.0636 0.2060  0.30
O -1.5691 -0.5902 2.3792  -0.86
C -0.6516 0.2379 0.0156  -1.08
Si 0.8440 0.3350 -1.1937  0.91

Molecular formula: C5H8N2S
Method: DFT, ωB97M-V/def2-TZVPD

Summary:
**Orbital gap (alpha / beta)**: 8.21 / 7.13 eV
**Energy**: -19125.49805 eV
**Energy above the lowest of the compared OMol25 structures with the same formula, charge and spin**: 4.9233 eV
**Spin multiplicity**: 1

Each line ends with the natural charge from an NBO analysis.
Element x y z (Å)
H 1.0807 -0.9166 -2.6067  0.20
H -2.6994 0.9534 0.6343  0.23
H -1.2778 -0.2173 -2.7083  0.41
C -1.3055 -0.1756 -0.5488  -0.02
H -3.3459 -0.4311 0.0016  0.21
C 0.4851 -0.4416 -1.7540  0.16
H 3.1838 -0.5173 1.3790  0.24
H 2.0770 0.8119 1.4221  0.25
N -0.8614 -0.3656 -1.8490  -0.52
C 2.7479 0.2702 2.0375  -0.80
C -0.1837 -0.2597 0.1923  0.24
H 3.3434 1.0275 2.4980  0.23
N 0.9284 -0.4187 -0.5149  -0.52
C -2.7194 0.2997 -0.2108  -0.61
H -3.0528 0.9182 -1.1160  0.21
S 1.5995 -0.5374 3.1435  0.09

Molecular formula: C15H31IMnP2
Method: DFT, ωB97M-V/def2-TZVPD

Summary:
**Orbital gap (alpha / beta)**: 3.12 / 4.29 eV
**⟨S²⟩**: 9.011
**Energy**: -74047.33200 eV
**Energy above the lowest of the compared OMol25 structures with the same formula, charge and spin**: 5.9354 eV
**Spin multiplicity**: 6

Each line ends with the natural charge from an NBO analysis.
Element x y z (Å)
C 1.0180 -3.7356 -0.9565  -0.99
H 2.0008 -2.8388 2.4436  0.25
H -4.1431 0.5898 -0.9263  0.24
H -4.7330 -0.9759 -0.2562  0.27
H -3.7670 -7.4807 1.0551  0.20
P 1.2453 -2.3871 0.2063  1.08
H 2.3031 -4.2145 1.3612  0.25
H -5.2132 -7.0147 -0.9748  0.20
C -2.2035 -6.0832 0.5218  -0.55
C -1.7072 -2.0819 0.1831  -0.74
H -2.8205 -6.8209 2.4241  0.20
C -2.1000 -6.2128 -0.9233  -0.50
C 2.3303 -3.1187 1.4409  -0.98
H -3.5838 -0.9746 -1.6191  0.27
C -3.2888 -6.5765 1.4502  -0.43
H -2.5285 -2.8857 0.3798  0.20
H -1.8647 1.5581 -0.6496  0.27
H -0.3811 0.7613 -0.0257  0.30
C -3.3798 -0.1809 2.0269  -0.97
C -4.6690 -4.5488 0.6998  -0.56
H -5.4137 -4.1035 -1.2894  0.21
C -4.9703 -4.8968 -0.6780  -0.48
H 1.9003 -3.8776 -1.5942  0.26
Mn -3.0670 -4.6207 -0.3781  0.66
I 2.0905 -0.2936 -0.7054  -0.34
H -0.3065 -1.3532 1.6867  0.22
H -1.4822 1.6210 1.1226  0.26
H -2.8570 -0.6051 2.8842  0.27
C -3.8718 -0.4502 -0.6986  -0.97
C -0.4309 -2.2186 1.0329  -0.74
C -4.6941 -6.1725 -1.4513  -0.45
H -5.3672 -6.1003 2.0012  0.17
H -3.2601 -7.7763 -1.7411  0.19
H -3.0001 -6.4531 -2.8701  0.21
H -1.1358 -5.9885 -1.3710  0.21
H -0.3871 -3.1476 1.6080  0.26
P -2.5009 -0.4100 0.4761  1.56
H -3.4704 0.9025 2.1707  0.26
H -1.2940 -5.8039 1.0749  0.19
H 0.8256 -4.6750 -0.4235  0.25
C -1.4362 1.0049 0.2002  -1.00
H 0.1608 -3.5593 -1.6019  0.25
H -1.4633 -2.1240 -0.9136  0.26
C -4.4260 -5.5635 1.7877  -0.41
H 3.3566 -2.7732 1.2927  0.26
C -3.2323 -6.6686 -1.8082  -0.44
H -4.2097 -5.0276 2.7263  0.19
H -5.1685 -6.0847 -2.4489  0.22
H -4.3881 -0.6099 1.9877  0.28
H -4.9335 -3.5353 1.0375  0.19

Molecular formula: C44H24Cl4N4O3PdS2
Method: DFT, ωB97M-V/def2-TZVPD

Summary:
**Orbital gap**: 4.01 eV
**Energy**: -133364.84766 eV
**Total charge**: -2
**Energy above the lowest of the compared OMol25 structures with the same formula, charge and spin**: 0.0000 eV
**Spin multiplicity**: 1

Each line ends with the Löwdin charge.
Element x y z (Å)
C 2.6929 5.0973 -4.7272  -0.68
C -0.4598 -3.6627 3.1578  -0.20
H -0.6520 -5.9364 -5.2823  0.10
C -0.2158 2.2913 2.5283  -0.07
C -1.1940 -5.0314 -5.0436  -0.11
H -2.1548 -5.1632 5.6998  0.10
H 1.0054 4.9506 -1.0217  0.11
Cl 3.6101 6.2107 -5.7248  0.60
H 4.4313 4.3731 -3.7036  0.10
H -3.0996 -1.7770 -4.2530  0.12
H -2.2794 2.7464 4.1878  0.12
C 0.5252 2.4189 -2.2399  -0.08
C 0.4310 2.7839 -0.9063  -0.23
H 1.6327 -6.2055 4.0123  0.10
C -0.3518 -0.9095 4.1242  0.00
N -0.3363 0.1497 -2.0440  0.03
C 2.6229 3.4403 -3.0051  0.02
Cl -2.8489 -5.7121 -7.0828  0.61
C -0.9887 -2.6658 -1.3022  -0.23
C -1.2398 -4.0477 -0.9526  -0.01
C 0.6520 -4.5027 3.1344  0.00
C -0.7760 -4.2058 -4.0100  -0.02
C 3.3559 4.3104 -3.7997  -0.09
C -0.7090 -2.8346 0.8612  -0.26
C -1.0414 -4.1558 0.3777  0.00
C 0.6707 4.1213 -0.4201  0.02
C -1.3708 -4.9684 4.9803  -0.12
H -2.4271 4.3818 6.0438  0.10
S 2.5465 -1.5228 -0.0296  0.02
H -2.3376 -3.2683 4.1030  0.12
C -0.4331 -0.3679 -4.2671  -0.01
Cl -0.1221 -7.1155 6.0647  0.61
H 1.5705 5.6542 5.2222  0.10
C 0.5969 4.1534 -4.0891  -0.04
O 4.7010 0.4335 0.1260  -0.49
C 0.3857 4.1155 0.8972  0.00
C -2.3056 -4.6721 -5.7843  -0.68
H 3.1020 2.7818 -2.2798  0.11
C -0.3545 0.9468 2.8578  -0.23
H -1.5140 -4.8320 -1.6386  0.10
C -1.5244 4.2995 5.4534  -0.11
C -2.9957 -3.5032 -5.5158  -0.11
C 0.7972 4.1022 3.9488  -0.02
H 0.3775 1.5339 -4.9698  0.10
C -0.2811 3.2752 3.6389  -0.18
C 0.0556 0.8874 -4.1700  0.01
H 0.1088 -4.4646 -3.4418  0.13
C -1.4347 3.3852 4.4149  -0.03
H -3.8624 -3.2366 -6.1055  0.10
H -0.2976 -1.6191 4.9334  0.10
H 0.8276 5.6557 -5.6195  0.09
C -0.3409 0.4369 4.2110  0.00
H 0.4366 4.9494 1.5776  0.10
C 0.0316 2.7562 1.2424  -0.23
C -0.2521 -5.7812 4.9374  -0.67
C 0.0935 1.2123 -2.7666  -0.23
H -0.4801 4.0912 -4.1928  0.12
C -1.0221 -2.1423 -2.5912  -0.07
S 3.2375 0.4382 0.0239  -0.02
C 0.7246 5.0243 4.9824  -0.10
N -0.7092 -1.9658 -0.1749  -0.01
H -0.5657 -0.9535 -5.1622  0.10
C -0.6555 -0.8369 -2.9176  -0.23
C -1.4658 -3.9108 4.0868  -0.03
C 1.2371 3.3631 -3.1417  -0.19
C -0.4416 5.1181 5.7212  -0.68
Cl -0.5465 6.2836 7.0228  0.61
C -1.4544 -3.0275 -3.7035  -0.19
N 0.0170 2.0008 0.1170  0.02
C 0.7632 -5.5626 4.0224  -0.10
H -0.2676 1.0348 5.1048  0.11
C -0.5253 -2.5210 2.2050  -0.08
O 2.5976 1.0956 1.1836  -0.49
H -1.1188 -5.0415 0.9870  0.11
C -0.4103 -1.2374 2.7195  -0.22
C 1.3205 5.0291 -4.8881  -0.13
H 1.7175 3.9964 3.3872  0.13
N -0.3945 -0.0921 1.9906  0.02
Pd -0.2837 0.0143 -0.0261  1.04
H 1.4388 -4.3014 2.4156  0.13
O 2.7903 1.1004 -1.2317  -0.50
C -2.5629 -2.6898 -4.4798  -0.03